#one
Below is a cluster of 2 separate species, CH4INP2 in total, with properties calculated with wB97M-V/def2-TZVPD.

Geometry as XYZ:
```
9
CH4INP2 | the OMol25 dataset | wB97M-V/def2-TZVPD
C -2.321 -0.380 0.130
N -1.683 3.744 1.183
P -2.189 4.373 -0.148
P -1.713 2.961 2.501
I -4.330 -1.624 -0.646
H -2.730 0.385 0.853
H -1.827 0.199 -0.612
H -1.832 -1.215 0.528
H -1.087 3.961 -0.838
```

Results
Multiplicity: 1
Charge: 0

---

#two
Below is the molecule CH4INP2, with properties calculated with wB97M-V/def2-TZVPD.

Geometry as XYZ:
```
9
CH4INP2 | the OMol25 dataset | wB97M-V/def2-TZVPD
H -0.637 2.561 0.047
P -1.004 1.835 1.281
N -1.038 0.313 0.990
P -0.975 -0.795 -0.186
C 0.838 -1.224 0.054
I -0.403 1.256 -2.404
H 1.194 -0.186 -0.044
H 1.105 -2.012 -0.795
H 0.920 -1.748 1.057
```

Results
SMILES: [H]/P=N\P(C)I
Multiplicity: 1
Charge: 0

---

#three
Below is the molecule CH4INP2, with properties calculated with wB97M-V/def2-TZVPD.

Geometry as XYZ:
```
9
CH4INP2 | the OMol25 dataset | wB97M-V/def2-TZVPD
H -0.821 2.576 -1.319
P 0.445 2.516 -0.804
N 0.511 1.411 0.310
P -0.313 0.144 1.001
C 0.558 -1.399 0.312
I -2.575 -0.011 -0.299
H 1.488 -1.335 -0.264
H -0.237 -1.961 -0.174
H 0.944 -1.941 1.237
```

Results
SMILES: [H]/P=N\P(C)I
Multiplicity: 1
Charge: 0

---

Preferred: #three; penalty for the next structure: 0.745 eV.

---

#one
Below is a structure of composition C38H41BCaF4N9, with properties calculated with wB97M-V/def2-TZVPD.

Geometry as XYZ:
```
94
C38H41BCaF4N9 | the OMol25 dataset | wB97M-V/def2-TZVPD
Ca 0.227 -0.332 0.228
C 1.280 -4.119 -0.178
C 0.027 -4.254 -1.052
C -0.839 -2.997 -1.208
N -0.054 -1.800 -1.481
C 0.542 -1.591 -2.626
C 0.255 -2.330 -3.805
C 0.924 -2.439 -5.009
C 2.130 -1.894 -5.423
C 2.883 -0.993 -4.678
C 2.599 -0.337 -3.501
C 1.455 -0.376 -2.642
N 1.182 0.542 -1.751
C 1.950 1.779 -1.740
C 3.111 1.809 -0.735
C 2.684 1.945 0.733
N 2.030 0.761 1.261
C 2.689 -0.036 2.066
C 4.084 0.041 2.342
C 4.813 -0.391 3.439
C 4.392 -0.978 4.618
C 3.082 -1.396 4.866
C 2.014 -1.512 4.013
C 1.917 -1.225 2.608
N 1.124 -1.818 1.767
C 0.455 -3.073 2.089
C 1.109 -4.239 1.340
H 1.786 -3.177 -0.408
H 1.976 -4.904 -0.487
H -0.619 -5.043 -0.650
H 0.339 -4.583 -2.047
H -1.392 -2.828 -0.279
H -1.604 -3.170 -1.975
H -0.632 -2.946 -3.719
H 0.445 -3.105 -5.723
H 2.523 -2.207 -6.381
H 3.847 -0.729 -5.107
H 3.371 0.345 -3.170
H 1.262 2.586 -1.468
H 2.321 2.019 -2.743
H 3.733 2.676 -0.981
H 3.736 0.918 -0.857
H 1.966 2.774 0.791
H 3.543 2.234 1.345
H 4.657 0.558 1.582
H 5.876 -0.174 3.376
H 5.122 -1.114 5.405
H 2.883 -1.734 5.879
H 1.112 -1.930 4.441
H -0.602 -2.984 1.821
H 0.472 -3.302 3.157
H 0.531 -5.141 1.573
H 2.103 -4.386 1.776
C -3.568 -0.385 -0.877
N -2.748 -0.255 -2.062
C -2.911 0.902 -2.909
C -2.299 2.192 -2.432
N -2.496 2.758 -1.278
C -1.704 3.898 -1.300
C -1.479 4.841 -0.299
C -0.603 5.875 -0.570
C 0.040 5.981 -1.814
C -0.173 5.055 -2.818
C -1.052 4.016 -2.532
N -1.457 2.906 -3.247
C -3.120 0.332 0.368
N -1.880 0.528 0.740
C -1.968 1.087 2.021
C -0.969 1.483 2.909
C -1.363 1.971 4.141
C -2.717 2.066 4.493
C -3.715 1.682 3.618
C -3.308 1.204 2.381
N -4.017 0.733 1.292
H -3.630 -1.440 -0.604
H -4.588 -0.071 -1.108
H -1.768 -0.441 -1.875
H -3.978 1.076 -3.084
H -2.475 0.663 -3.885
H -1.971 4.743 0.660
H -0.403 6.617 0.192
H 0.725 6.801 -1.986
H 0.339 5.129 -3.768
H -1.122 2.607 -4.146
H 0.083 1.409 2.656
H -0.607 2.272 4.855
H -2.986 2.433 5.475
H -4.759 1.726 3.893
H -4.964 0.388 1.317
F -4.398 -3.824 2.327
B -4.242 -2.450 2.199
F -5.233 -1.945 1.298
F -4.376 -1.799 3.424
F -2.962 -2.160 1.644
```

Results
Multiplicity: 1
Charge: -1

---

#two
Below is a structure of composition C38H41BCaF4N9, with properties calculated with wB97M-V/def2-TZVPD.

Geometry as XYZ:
```
94
C38H41BCaF4N9 | the OMol25 dataset | wB97M-V/def2-TZVPD
Ca -0.024 0.188 0.811
C 2.175 -0.951 -1.228
C 2.482 0.301 -2.054
C 2.036 1.634 -1.442
N 0.646 1.648 -1.035
C -0.288 2.240 -1.721
C -0.068 2.770 -3.030
C -0.870 3.450 -3.917
C -2.180 3.907 -3.814
C -2.981 3.728 -2.698
C -2.744 3.068 -1.507
C -1.634 2.327 -1.010
N -1.673 1.659 0.112
C -2.692 1.778 1.130
C -2.176 2.673 2.273
C -1.205 2.021 3.276
N 0.042 1.487 2.748
C 1.158 2.159 2.797
C 1.197 3.552 3.152
C 2.205 4.373 3.591
C 3.548 4.099 3.846
C 4.162 2.899 3.546
C 3.686 1.776 2.887
C 2.412 1.434 2.349
N 2.252 0.431 1.520
C 3.424 -0.221 0.983
C 3.114 -1.289 -0.070
H 2.158 -1.810 -1.907
H 1.127 -0.889 -0.920
H 1.987 0.190 -3.022
H 3.559 0.353 -2.255
H 2.291 2.438 -2.141
H 2.618 1.828 -0.539
H 0.919 2.563 -3.424
H -0.380 3.672 -4.863
H -2.594 4.442 -4.659
H -3.975 4.165 -2.761
H -3.584 3.095 -0.827
H -2.907 0.780 1.538
H -3.654 2.156 0.772
H -3.036 3.001 2.866
H -1.731 3.570 1.830
H -1.728 1.171 3.726
H -1.015 2.739 4.083
H 0.233 4.038 3.064
H 1.886 5.392 3.797
H 4.151 4.883 4.286
H 5.210 2.828 3.826
H 4.440 1.015 2.735
H 3.989 -0.728 1.780
H 4.114 0.526 0.561
H 2.725 -2.179 0.433
H 4.078 -1.585 -0.501
C -1.330 -2.963 -0.152
N -1.783 -1.582 -0.120
C -2.727 -1.261 -1.180
C -2.108 -1.317 -2.539
N -0.993 -0.759 -2.903
C -0.874 -1.033 -4.256
C 0.110 -0.642 -5.163
C -0.022 -1.051 -6.476
C -1.109 -1.831 -6.895
C -2.101 -2.220 -6.014
C -1.962 -1.803 -4.694
N -2.738 -1.976 -3.568
C -0.412 -3.179 1.005
N 0.251 -2.220 1.582
C 0.954 -2.822 2.617
C 1.803 -2.253 3.563
C 2.358 -3.099 4.505
C 2.076 -4.472 4.513
C 1.233 -5.046 3.578
C 0.681 -4.193 2.631
N -0.180 -4.400 1.564
H -0.783 -3.138 -1.085
H -2.161 -3.679 -0.098
H -2.295 -1.456 0.754
H -3.080 -0.244 -1.000
H -3.605 -1.922 -1.157
H 0.933 -0.020 -4.839
H 0.724 -0.758 -7.205
H -1.177 -2.129 -7.934
H -2.947 -2.812 -6.339
H -3.621 -2.449 -3.493
H 2.000 -1.189 3.546
H 3.019 -2.693 5.260
H 2.523 -5.098 5.274
H 1.013 -6.106 3.594
H -0.792 -5.186 1.438
F -2.986 -3.626 2.283
B -3.570 -2.364 2.568
F -4.261 -1.930 1.402
F -4.430 -2.446 3.649
F -2.520 -1.432 2.812
```

Results
Multiplicity: 1
Charge: -1

---

Preferred: #two; penalty for the next structure: 0.387 eV.

---

#one
Below is a cluster of 2 separate species, CH3Cl2P in total, with properties calculated with wB97M-V/def2-TZVPD.

Geometry as XYZ:
```
7
CH3Cl2P | the OMol25 dataset | wB97M-V/def2-TZVPD
P 1.338 -0.331 0.283
C 1.764 -0.595 -1.364
Cl 1.099 -2.002 -2.049
Cl 1.282 0.714 -2.609
H 0.552 -1.468 0.338
H 1.629 1.924 0.382
H 1.937 2.436 0.675
```

Results
SMILES: P=C(Cl)Cl.[H][H]
Multiplicity: 1
Charge: 0

---

#two
Below is a cluster of 2 separate species, CH3Cl2P in total, with properties calculated with wB97M-V/def2-TZVPD.

Geometry as XYZ:
```
7
CH3Cl2P | the OMol25 dataset | wB97M-V/def2-TZVPD
C 0.821 -0.002 -0.018
P -0.591 0.829 -0.901
Cl -2.199 -1.994 -0.032
Cl -1.249 1.980 0.582
H 0.935 -0.961 -0.624
H 0.491 -0.401 1.056
H 1.792 0.549 -0.062
```

Results
Multiplicity: 1
Charge: 0

---

Preferred: #two; penalty for the next structure: 2.502 eV.

---

#one
Below is a cluster of 13 separate species, C6H32O12 in total, with properties calculated with wB97M-V/def2-TZVPD.

Geometry as XYZ:
```
50
C6H32O12 | the OMol25 dataset | wB97M-V/def2-TZVPD
C 0.547 -0.914 1.770
C 0.919 -0.317 2.901
C -0.932 -1.004 -0.208
C -0.624 -0.514 1.000
C -2.574 -1.203 -2.025
C -2.180 -0.658 -0.878
H 1.140 -1.733 1.382
H 1.783 -0.650 3.465
H 0.365 0.510 3.332
H -0.288 -1.708 -0.726
H -1.314 0.187 1.457
H -2.041 -1.969 -2.588
H -3.520 -0.991 -2.509
H -2.828 0.017 -0.342
H 2.140 0.828 -2.104
H 3.186 0.151 -3.027
O 2.443 -0.074 -2.450
H 2.974 -2.892 -1.031
H 2.320 -1.527 -1.357
O 2.401 -2.218 -0.664
H 0.610 2.254 -1.903
H 1.708 2.501 -0.759
O 1.562 2.263 -1.690
H -2.423 3.840 0.179
H -1.573 2.746 -0.488
O -1.955 3.020 0.356
H -0.679 1.174 -3.136
H -1.929 1.415 -2.302
O -1.077 1.833 -2.516
H 2.940 1.848 0.908
H 2.970 3.418 0.969
O 2.380 2.660 0.859
H -1.351 -1.691 3.356
H -1.595 -2.944 2.480
O -2.032 -2.330 3.117
H -4.288 -0.304 2.345
H -3.214 -1.380 2.162
O -3.808 -0.774 1.657
H 3.687 -0.273 1.282
H 3.655 0.117 -0.195
O 3.949 0.436 0.675
H -0.388 -0.894 -3.635
H 0.955 -0.119 -3.473
O 0.103 -0.135 -3.960
H 0.016 -3.437 0.752
H -1.451 -3.757 0.428
O -0.781 -3.837 1.118
H 0.823 2.909 1.899
H -0.725 3.069 1.727
O -0.005 3.052 2.391
```

Results
Multiplicity: 1
Charge: 0

---

#two
Below is a cluster of 12 separate species, C6H32O12 in total, with properties calculated with wB97M-V/def2-TZVPD.

Geometry as XYZ:
```
50
C6H32O12 | the OMol25 dataset | wB97M-V/def2-TZVPD
C -1.098 -2.571 -0.272
C -0.461 -1.342 0.266
C -0.313 -1.471 1.798
C -0.280 -0.289 -0.523
C 0.053 1.042 0.051
C 0.622 1.991 -0.844
O 1.074 3.144 -0.437
H -1.382 -2.586 -1.347
H -0.551 -3.450 0.108
H -2.109 -2.737 0.012
H -1.234 -1.299 2.204
H 0.159 -0.656 2.179
H 0.172 -2.296 2.066
H -0.607 -0.351 -1.563
H -0.221 1.294 0.986
H 0.999 1.987 -1.806
H 1.026 3.524 0.400
O 2.987 -2.330 -1.089
H 3.248 -1.446 -1.552
H 3.668 -2.883 -1.441
O -1.664 1.835 3.137
H -2.444 1.395 3.335
H -0.916 1.609 3.725
O 3.135 -1.269 3.307
H 2.446 -1.634 2.725
H 3.725 -1.094 2.595
O 0.533 1.041 4.605
H 0.435 0.045 4.727
H 1.476 1.167 4.545
O 0.862 -2.942 -3.668
H 1.156 -3.244 -2.879
H -0.140 -3.068 -3.526
O -3.918 -1.146 -2.135
H -3.542 -0.313 -1.742
H -4.147 -0.816 -3.037
O -3.020 1.316 -1.364
H -3.113 2.322 -1.274
H -2.276 1.153 -0.749
O 3.744 0.304 -1.648
H 3.818 1.279 -1.715
H 3.424 0.099 -2.540
O -0.427 3.776 1.675
H -1.174 3.435 2.130
H 0.370 3.465 2.006
O -4.361 -0.167 0.925
H -4.520 -0.355 -0.035
H -3.415 0.056 0.903
O 2.422 -0.716 -3.832
H 1.727 -1.518 -3.858
H 1.871 0.002 -4.231
```

Results
SMILES: CC(C)=C/C=C/O.O.O.O.O.O.O.O.O.O.O.O
Multiplicity: 1
Charge: 0

---

Preferred: #one; penalty for the next structure: 3.889 eV.